Below is 2 unconnected molecules or ions with the total composition C5H8O, with properties calculated with wB97M-V/def2-TZVPD.

XYZ file:
```
14
Properties=species:S:1:pos:R:3:forces:R:3:lowdin_charge:R:1
C 0.39851 -0.92594 0.12951 -0.14 -0.09 0.07 -0.20
C 1.14804 0.11239 -0.66085 0.01 0.18 -0.12 -0.17
C 1.89427 -0.98020 0.04429 0.20 -0.11 0.06 -0.17
H -0.03399 -0.63238 1.08218 0.07 -0.09 -0.18 0.09
H -0.17438 -1.67026 -0.41756 0.12 0.11 0.10 0.10
H 1.21110 1.11710 -0.25438 0.00 -0.17 -0.04 0.09
H 1.09379 0.07266 -1.74497 -0.03 -0.03 0.18 0.10
H 2.34066 -1.76627 -0.55624 -0.05 0.13 0.08 0.09
H 2.45534 -0.71540 0.93535 -0.07 -0.05 -0.15 0.10
C -2.43942 0.80765 -0.00661 0.06 0.05 0.05 0.01
C -1.55127 1.46102 0.70494 0.48 0.39 0.36 -0.29
O -0.75738 2.03926 1.33727 -0.76 -0.47 -0.53 0.15
H -2.10987 -0.03468 -0.60027 -0.02 0.14 0.09 0.05
H -3.47541 1.11507 0.00735 0.12 0.02 0.04 0.06
```
Forces are in eV/Å.

The spin multiplicity is 1. The orbital gap comes out at 0.3782 Ha. The calculation puts the HOMO energy at -9.304 eV. The value obtained for the LUMO energy is 0.99 eV.

Below is a molecular structure, C18H18FN7O5S, with properties calculated with wB97M-V/def2-TZVPD.

XYZ file:
```
50
Properties=species:S:1:pos:R:3:forces:R:3:lowdin_charge:R:1
O -4.66183 -1.15678 -0.68923 -5.10 -1.29 -5.08 -0.34
O -5.51484 -0.83842 1.62668 -8.21 -0.57 1.15 -0.29
F 2.37290 -0.20309 5.45175 0.31 -0.15 -0.19 0.07
C 1.82502 -0.41007 1.69185 1.27 0.13 1.37 0.07
C 2.64527 -0.38356 2.60056 -1.96 -0.35 -1.89 0.06
N 4.95450 -0.61107 2.97626 0.09 -0.19 -0.26 0.10
N 3.10736 -1.66080 -2.46692 -1.93 0.09 -2.01 0.13
N 0.98222 -0.66421 -3.02190 0.64 -0.81 -3.01 0.13
O -3.36665 1.62731 -4.14920 0.22 -0.49 -0.16 -0.01
O -1.60956 -0.25821 -4.02501 -0.60 -0.14 1.07 -0.05
O -2.13129 1.71973 -1.05813 0.50 -0.82 0.28 -0.05
C 1.10072 -0.38026 0.46657 0.72 -0.29 0.91 -0.16
C -0.08670 0.23347 0.21713 0.09 0.28 -0.51 0.04
C 2.14473 -1.29395 -3.32337 -0.22 0.77 0.25 -0.14
C 6.05024 -0.59882 3.73441 -0.55 0.39 -0.43 -0.14
C 3.72147 -0.46047 3.50759 1.41 0.09 1.41 -0.24
C 2.78667 -1.46264 -1.19990 3.60 -0.25 0.50 -0.34
C 0.78353 -0.43741 -1.76516 -0.50 0.27 1.69 -0.26
C 5.97840 -0.36119 5.11178 -0.10 -0.35 -0.13 -0.07
C 4.73857 -0.28863 5.75039 -0.94 -0.01 -1.37 0.03
C 3.59326 -0.34794 4.90149 1.04 0.32 0.68 -0.20
C 1.65683 -0.84080 -0.78949 -1.79 0.68 1.68 -0.06
N 3.82590 -1.73641 -0.36647 -0.98 -0.26 0.26 0.18
N -0.26051 0.22688 -1.16336 -1.18 0.20 0.38 0.07
N -3.72871 -0.43189 0.93030 8.27 -3.36 3.49 -0.13
N -4.42345 1.24852 0.37523 -0.37 6.73 -1.53 -0.15
C -4.51777 2.10845 -0.79794 -0.20 0.45 -0.26 -0.15
C -3.44358 0.96331 -2.89846 0.02 -0.22 -0.68 -0.26
C -2.22572 0.03157 -2.73740 1.25 0.78 -0.89 -0.19
C -1.29945 0.92624 -1.91030 0.15 0.57 0.14 -0.20
C -3.32897 2.02967 -1.78295 -0.04 -0.42 -0.26 -0.21
S -5.21112 -0.23613 0.32851 4.45 -3.97 1.00 0.71
H -2.69361 1.12636 -4.66667 -0.52 0.34 0.24 0.10
H -0.68154 -0.59748 -3.89061 -0.62 0.51 0.12 0.07
H -0.77359 0.73531 0.91317 0.44 -0.34 -0.69 0.15
H 2.35582 -1.40810 -4.38366 -0.13 -0.17 0.16 0.11
H 7.01623 -0.71458 3.17910 -0.96 0.12 0.77 0.12
H 6.91740 -0.25313 5.62229 0.06 -0.06 0.50 0.10
H 4.59924 -0.16447 6.83109 0.16 0.00 -0.56 0.12
H 3.70717 -1.30473 0.52049 0.68 0.12 0.92 0.05
H 4.72062 -1.72784 -0.81894 0.19 -0.10 0.14 0.11
H -3.41039 -1.22733 0.38135 1.17 0.20 -0.24 0.08
H -3.93516 -0.76624 1.85730 1.03 0.63 1.42 0.07
H -3.44080 1.07536 0.57352 -0.41 1.54 -0.26 0.06
H -5.44360 1.91919 -1.32920 -0.22 -0.20 -0.32 0.12
H -4.59731 3.14094 -0.47628 0.13 0.23 0.44 0.12
H -4.35024 0.34991 -2.79335 0.01 0.39 -0.21 0.14
H -2.50261 -0.86583 -2.20746 0.00 -0.38 0.23 0.15
H -0.74943 1.62023 -2.55233 -0.19 -0.12 -0.46 0.18
H -3.19566 3.01005 -2.28511 -0.20 -0.50 0.22 0.17
```
Forces are in eV/Å.

The spin multiplicity is 1. The orbital gap comes out at 0.2096 Ha. The calculation puts the HOMO energy at -8.177 eV. The value obtained for the LUMO energy is -2.47 eV.

Below is 5 unconnected molecules or ions with the total composition C12H38BClNO8P2, with properties calculated with wB97M-V/def2-TZVPD.

XYZ file:
```
63
Properties=species:S:1:pos:R:3:forces:R:3:lowdin_charge:R:1
C -0.20956 -0.26793 1.69173 0.49 0.42 0.09 -0.11
O -0.22035 1.14312 1.75101 -0.35 -0.25 -0.19 -0.19
C -0.02856 1.78369 0.50550 0.42 0.37 0.65 -0.26
C -0.69539 3.14247 0.52081 -0.09 -0.05 -0.91 -0.21
C -2.05077 3.17129 -0.19909 -0.05 -0.22 1.20 -0.27
B -3.17351 2.11824 0.38927 0.47 -0.07 -1.26 -0.84
P -4.00136 2.80333 1.99047 0.59 0.15 0.58 0.52
O -5.40506 1.97894 2.28781 -0.19 -0.29 -0.11 -0.43
Cl -4.79145 4.67982 1.40205 -0.16 -0.23 -0.09 0.10
P -4.37762 1.59812 -1.05747 -1.57 0.50 0.98 0.56
N -5.90739 1.56641 -0.72422 0.48 0.13 -0.34 -0.20
O -3.91386 0.09144 -1.58137 0.57 0.54 -0.60 -0.23
O -4.18321 2.60539 -2.40175 0.65 -1.10 0.14 -0.24
H -0.82501 -0.62192 2.50386 -0.27 -0.22 0.23 0.08
H -0.59176 -0.63646 0.74463 -0.33 -0.06 -0.21 0.08
H 0.80409 -0.64317 1.81340 0.12 -0.13 0.01 0.05
H -0.40032 1.18100 -0.32039 -0.23 -0.24 -0.14 0.11
H 1.04368 1.93022 0.35156 0.32 -0.18 -0.11 0.11
H -0.74937 3.50759 1.53502 -0.09 0.01 0.42 0.11
H -0.03205 3.80859 -0.02841 0.22 0.35 0.04 0.10
H -1.84765 3.00686 -1.25031 -0.06 -0.03 -0.41 0.07
H -2.43987 4.17715 -0.09279 -0.16 0.39 -0.32 0.05
H -2.60497 1.10244 0.73399 -0.24 -0.16 0.20 0.04
H -5.23036 1.27129 2.92320 0.01 0.35 -0.05 0.03
H -6.39757 2.18245 -1.36305 -0.37 -0.23 0.01 -0.06
H -2.94331 0.05532 -1.62472 -0.24 -0.14 0.28 0.04
H -3.57008 2.11435 -2.97422 -0.23 0.51 -0.13 0.05
C -5.63988 6.30518 -3.57149 0.00 -0.01 -0.06 -0.10
C -6.85358 5.78956 -2.81781 0.20 -0.18 0.11 -0.33
O -7.11339 4.42519 -3.11304 -0.01 0.11 -0.11 -0.09
H -5.78512 6.19150 -4.64731 -0.04 0.03 -0.01 0.07
H -5.45669 7.35911 -3.35038 0.01 -0.01 0.02 0.07
H -4.75113 5.73381 -3.29663 0.00 0.03 0.07 0.07
H -7.74629 6.34726 -3.10298 -0.05 -0.04 0.00 0.10
H -6.70562 5.90641 -1.73879 -0.02 0.11 -0.01 0.11
H -6.33057 3.92458 -2.85112 0.03 -0.14 0.02 0.05
C 5.23135 -0.80579 0.95232 -0.10 0.21 -0.04 -0.10
C 4.03818 0.03942 1.36067 0.14 -0.15 0.22 -0.31
O 3.04251 -0.74637 2.01226 0.13 0.01 -0.07 -0.09
H 4.91671 -1.61175 0.29723 0.00 -0.05 -0.04 0.06
H 5.98123 -0.20174 0.43636 0.01 0.01 0.04 0.07
H 5.69846 -1.26639 1.82446 0.05 0.02 0.01 0.07
H 3.56068 0.47932 0.48657 -0.09 0.01 0.03 0.11
H 4.34758 0.85414 2.02469 0.01 0.07 -0.09 0.11
H 3.44097 -1.13357 2.79864 -0.03 0.00 -0.04 0.08
C 6.98638 -5.61525 2.05898 0.05 0.07 -0.01 -0.09
C 5.80738 -4.66030 2.10462 -0.08 -0.23 -0.22 -0.31
O 5.73259 -3.86754 0.92158 0.11 -0.07 0.07 -0.10
H 7.91875 -5.06242 1.93764 0.00 0.02 0.04 0.07
H 7.04707 -6.20995 2.97173 -0.01 -0.02 -0.01 0.07
H 6.89562 -6.29622 1.20953 -0.05 -0.06 0.04 0.07
H 5.90901 -3.97187 2.94311 -0.02 0.11 -0.07 0.11
H 4.87006 -5.21150 2.22497 0.02 -0.02 0.10 0.10
H 5.63213 -4.47134 0.17786 -0.05 0.03 0.04 0.07
C 2.35042 -4.91136 -1.25244 0.07 0.03 0.07 -0.08
C 3.13510 -6.17238 -0.94012 -0.34 0.06 0.10 -0.32
O 3.04872 -6.51823 0.44067 0.16 -0.03 -0.03 -0.09
H 2.71219 -4.07896 -0.64786 0.03 0.01 -0.01 0.07
H 2.43846 -4.64436 -2.30648 -0.02 -0.01 -0.01 0.08
H 1.29242 -5.04818 -1.01966 -0.02 -0.03 -0.07 0.08
H 4.19347 -6.02707 -1.15733 0.04 -0.07 0.04 0.10
H 2.77724 -7.01017 -1.54808 0.09 0.03 -0.09 0.11
H 2.12026 -6.66278 0.65112 0.05 0.05 0.02 0.08
```
Forces are in eV/Å.

The spin multiplicity is 1. The orbital gap comes out at 0.2176 Ha. As for the net charge: -1. The calculation puts the HOMO energy at -3.996 eV. The value obtained for the LUMO energy is 1.93 eV.

Below is C4H7NOS in the gas phase, with properties calculated with wB97M-V/def2-TZVPD.

XYZ file:
```
14
Properties=species:S:1:pos:R:3:forces:R:3:lowdin_charge:R:1
C 2.28411 0.95742 -0.38684 -3.94 -2.16 1.61 0.06
C 1.35230 0.05432 0.09949 2.34 -0.04 -2.00 -0.44
O 1.64859 -1.21998 0.47667 -3.02 0.23 0.18 0.07
N -0.06266 0.21967 0.04790 -3.10 -2.56 -0.04 -0.51
S -0.52628 1.77596 0.18664 -0.43 2.61 0.34 0.68
C -1.09864 -0.76003 -0.05165 5.19 3.42 1.01 -0.11
C -2.40923 -0.24539 -0.00309 -2.12 -0.96 -0.04 -0.17
H 3.26069 0.62376 -0.30981 1.89 -0.18 -0.10 0.04
H 1.94335 1.91103 -0.70983 0.18 0.47 -0.15 0.01
H 2.53594 -1.45606 0.56174 2.34 0.04 -0.02 0.08
H -0.70999 -1.71158 -0.06813 0.36 -2.18 -0.19 0.09
H -3.22913 -0.94696 -0.29569 0.92 0.53 -0.24 0.11
H -2.27956 0.69102 -0.53264 -0.95 0.55 -0.75 -0.01
H -2.70948 0.10682 0.98524 0.33 0.22 0.40 0.09
```
Forces are in eV/Å.

The spin multiplicity is 1. The orbital gap (spin up / spin down) comes out at 0.2730 / 0.2731 Ha. The calculation puts the HOMO energy (spin up / spin down) at -7.717 / -7.717 eV. The value obtained for the LUMO energy (spin up / spin down) is -0.29 / -0.28 eV.

Below is C3H8N2S in the gas phase, with properties calculated with wB97M-V/def2-TZVPD.

XYZ file:
```
14
Properties=species:S:1:pos:R:3:forces:R:3:lowdin_charge:R:1
N -0.27231 2.12760 1.12735 -0.04 0.56 -0.32 -0.01
N 0.15345 0.98068 1.71140 -0.31 -1.37 -0.03 -0.06
C -0.27104 -0.14609 1.23730 0.20 1.49 0.60 -0.23
C -1.19331 -0.30293 0.04254 0.48 -0.32 1.33 -0.29
C -0.40569 -0.10677 -1.21021 0.18 -0.73 -2.44 -0.55
S 1.00603 -1.33053 -1.30068 -0.16 1.13 0.45 0.67
H -0.11622 2.94310 1.71750 -0.20 -0.55 -0.22 0.09
H -1.19680 2.07962 0.70933 0.11 0.28 0.08 0.07
H 0.10205 -1.00281 1.77247 0.05 -0.26 -0.08 0.09
H -1.49805 -1.35587 0.01900 -0.55 0.40 0.22 0.10
H -2.02622 0.40621 0.18647 -0.08 -0.48 -0.48 0.11
H -0.05968 0.90613 -1.41851 0.18 -0.11 0.35 0.07
H -0.99293 -0.40328 -2.12767 0.34 0.34 0.97 0.08
H 1.74361 -0.70784 -0.33664 -0.21 -0.39 -0.44 -0.13
```
Forces are in eV/Å.

The spin multiplicity is 1. The orbital gap comes out at 0.3604 Ha. The calculation puts the HOMO energy at -8.877 eV. The value obtained for the LUMO energy is 0.93 eV.

Below is a molecular structure, C29H40BrNOPdSb2Si, with properties calculated with wB97M-V/def2-TZVPD.

XYZ file:
```
76
Properties=species:S:1:pos:R:3:forces:R:3:lowdin_charge:R:1
Pd 0.50242 0.38531 0.68300 0.90 -0.36 -0.64 0.38
O 3.57999 1.97979 6.05100 -0.05 -0.05 -0.12 0.13
C 2.98565 1.48572 4.96585 0.09 0.10 0.24 -0.29
C 3.31314 0.25974 4.38352 0.00 -0.03 -0.01 0.04
C 2.63182 -0.13739 3.25761 -0.15 -0.11 -0.09 -0.10
N 1.66410 0.59576 2.68820 0.11 0.44 0.02 -0.08
C 1.36847 1.74668 3.28121 -0.04 -0.06 0.02 -0.69
Br -0.03347 2.68985 2.43931 -0.19 0.36 0.16 0.87
C 1.96906 2.25737 4.40272 -0.05 -0.07 -0.06 0.00
H 4.27325 1.39554 6.38142 0.03 -0.03 0.04 0.14
H 4.08110 -0.37538 4.80484 -0.01 0.00 0.00 0.13
H 2.84700 -1.09329 2.79549 0.02 0.03 -0.03 0.13
H 1.67947 3.19911 4.84475 0.01 0.00 -0.02 0.13
C -2.00363 2.66301 -0.77934 -0.13 -0.04 0.14 -0.25
Sb 0.01500 2.17687 -1.10401 0.34 0.00 0.30 1.40
C 0.96475 4.05201 -0.91582 0.16 0.04 0.10 -0.27
C 0.10940 1.71126 -3.17081 -0.20 -0.14 -0.12 -0.26
C -1.18991 1.12631 -3.66799 0.34 0.16 0.00 -0.30
C -2.18400 1.96705 -4.15320 -0.07 0.07 -0.10 -0.05
C -3.37764 1.45621 -4.64632 0.06 0.06 0.03 -0.04
C -3.58355 0.08622 -4.65797 0.04 -0.07 0.03 -0.04
C -2.59842 -0.75950 -4.16713 -0.11 -0.01 -0.03 -0.04
C -1.40438 -0.25350 -3.66717 0.20 -0.31 0.10 -0.30
C -0.35582 -1.20018 -3.15317 0.29 0.18 0.05 -0.24
Sb -0.36918 -1.34158 -1.00249 -1.32 0.29 0.75 1.45
C -2.46080 -1.25196 -0.76325 -0.11 -0.05 -0.19 -0.24
C -0.03596 -3.36357 -0.53791 0.37 -0.06 0.01 -0.23
H -2.14060 3.70113 -1.07935 -0.06 0.00 0.00 0.04
H -2.24451 2.54338 0.27491 -0.03 0.01 0.00 0.01
H -2.64045 2.01770 -1.37879 -0.02 0.00 -0.01 0.01
H 1.33208 4.36055 -1.89277 -0.01 0.02 0.01 0.03
H 1.78618 4.00413 -0.20623 0.00 0.04 0.01 0.01
H 0.21502 4.75424 -0.55624 0.02 0.03 0.00 0.03
H 0.96908 1.05907 -3.29976 0.05 0.00 -0.14 0.04
H 0.33464 2.67116 -3.63825 -0.02 -0.05 -0.07 0.08
H -2.01404 3.03873 -4.17057 -0.01 -0.02 -0.01 0.12
H -4.13414 2.12568 -5.03306 0.01 0.00 0.01 0.12
H -4.50164 -0.32546 -5.05442 0.01 0.00 0.01 0.12
H -2.75500 -1.83210 -4.18585 0.00 0.02 -0.01 0.12
H 0.64765 -0.95472 -3.48892 0.03 -0.10 -0.08 0.05
H -0.56946 -2.24121 -3.40309 -0.03 0.05 -0.15 0.08
H -2.90210 -2.14979 -1.19737 -0.03 0.02 0.00 0.04
H -2.85552 -0.38357 -1.28707 -0.02 0.00 0.01 0.01
H -2.67134 -1.19238 0.29797 -0.05 -0.04 0.02 -0.01
H -0.82399 -3.89450 -1.07145 0.06 -0.08 0.02 0.03
H -0.14469 -3.48031 0.53812 -0.05 0.03 -0.03 0.01
H 0.94441 -3.70679 -0.86003 -0.04 -0.05 -0.01 0.02
C 2.59629 0.55865 0.00862 -0.77 0.88 -0.72 -0.10
C 2.96891 0.59952 -1.41180 0.17 -0.20 0.46 -0.36
C 3.32230 1.80467 -2.02346 0.15 0.15 -0.02 -0.08
C 3.76742 1.82660 -3.33310 -0.07 -0.05 -0.03 -0.05
C 3.84605 0.64016 -4.05981 0.02 0.11 -0.04 -0.04
C 3.50044 -0.56365 -3.46421 -0.10 -0.06 0.14 -0.06
C 3.07261 -0.58239 -2.14094 0.04 -0.17 -0.22 -0.07
H 2.84275 1.45074 0.56836 0.42 -0.07 0.09 0.06
H 2.75520 -0.38130 0.52354 0.19 -0.06 -0.01 0.06
H 3.30229 2.72089 -1.44392 0.03 -0.01 -0.03 0.10
H 4.07259 2.76017 -3.78789 0.00 -0.01 0.01 0.12
H 4.20883 0.65476 -5.07910 -0.03 0.00 0.01 0.12
H 3.58733 -1.48740 -4.02151 0.03 0.00 0.02 0.12
H 2.87297 -1.53052 -1.64886 -0.03 -0.01 -0.04 0.11
C -1.09542 -3.92388 4.17607 0.22 -0.15 -0.02 -0.18
Si -2.24156 -2.54681 3.71086 0.19 -0.09 0.09 0.39
C -3.71851 -3.18029 2.80959 -0.28 -0.05 -0.26 -0.18
C -2.73767 -1.55137 5.17729 -0.09 0.28 0.23 -0.18
C -1.26824 -1.46036 2.55554 0.05 0.15 -0.14 -0.18
C -0.64322 -0.73749 1.79793 -0.42 -0.76 0.20 -0.34
H -1.55159 -4.57135 4.92789 0.01 0.00 -0.02 0.05
H -0.16305 -3.53161 4.58834 -0.02 -0.04 0.02 0.03
H -0.84894 -4.54086 3.30820 0.01 -0.02 0.05 0.03
H -4.25885 -3.88270 3.44886 -0.03 0.01 -0.04 0.05
H -3.45286 -3.70580 1.88911 -0.01 -0.01 0.03 0.03
H -4.40224 -2.36724 2.55386 -0.02 -0.05 0.00 0.04
H -3.25220 -2.19288 5.89688 -0.01 0.04 0.00 0.05
H -3.42188 -0.74859 4.89274 0.01 -0.02 0.05 0.04
H -1.87917 -1.10212 5.68086 -0.02 -0.03 0.00 0.04
```
Forces are in eV/Å.

The spin multiplicity is 1. The orbital gap comes out at 0.2337 Ha. As for the net charge: +2. The calculation puts the HOMO energy at -13.919 eV. The value obtained for the LUMO energy is -7.56 eV.